52
Properties=species:S:1:pos:R:3 method="wB97M-V/def2-TZVPD" relative_energy_kcal_mol=486.7 charge=0 largest_force_ev_per_a=19.970 smiles="Cc1cccc(NC(=O)CN2CCN(C(=O)[C@@H]3CCCO3)CC2)c1C" e_tot_ha=-1129.51378 e_homo_ev=-8.59
C 5.099 2.934 0.099
C 5.172 1.446 -0.236
C 6.199 0.954 -0.987
C 6.105 -0.532 -1.226
C 5.034 -1.455 -0.892
C 3.912 -0.782 0.024
C 3.886 0.542 0.438
C 2.882 1.289 1.004
H 3.229 2.138 1.600
H 2.552 0.480 1.811
H 2.014 1.805 0.525
N 2.806 -1.437 0.305
C 1.614 -1.535 0.000
O 1.174 -0.302 -0.436
C 0.718 -2.529 0.504
N -0.771 -2.392 0.625
C -1.219 -1.402 1.291
C -2.816 -1.435 1.357
N -3.190 -1.317 -0.135
C -4.151 -0.499 -0.548
O -4.508 -0.666 -1.921
C -4.780 0.696 0.375
C -5.516 1.695 -0.557
H -5.578 1.287 -1.475
C -4.781 3.089 -0.713
H -5.149 3.546 0.305
C -3.372 2.286 -0.042
H -2.747 2.339 -0.945
H -2.915 3.177 0.654
O -3.570 1.316 0.869
H -4.751 3.602 -1.445
H -6.567 1.603 -0.381
H -5.201 0.194 1.063
C -2.725 -2.620 -0.873
C -1.216 -2.407 -0.869
H -0.700 -2.980 -1.376
H -0.888 -1.402 -1.561
H -3.114 -2.422 -1.594
H -2.985 -3.407 -0.374
H -3.319 -0.419 1.923
H -2.956 -2.403 1.931
H -1.004 -1.192 2.498
H -1.095 -0.315 0.814
H 0.970 -3.564 0.121
H 0.849 -2.599 1.622
H 3.348 -2.521 0.693
H 5.071 -2.450 -0.893
H 6.991 -1.096 -1.716
H 6.871 1.569 -1.443
H 5.083 3.213 1.120
H 5.876 3.446 -0.603
H 4.128 3.434 -0.329

=====

16
Properties=species:S:1:pos:R:3 method="wB97M-V/def2-TZVPD" relative_energy_kcal_mol=113.7 charge=0 largest_force_ev_per_a=3.784 e_tot_ha=-495.88075 e_homo_ev=-9.20
C -0.241 -0.613 0.150
C -1.416 -0.749 -0.076
C 2.034 1.492 -0.308
C 1.465 1.396 0.891
C 2.026 0.091 -0.745
C 1.152 -0.495 0.408
C -2.841 -0.816 -0.347
O 2.631 -0.523 -1.580
O 1.674 -1.448 1.222
O -3.376 0.408 -0.804
H 2.470 2.339 -0.817
H 1.280 2.018 1.738
H -3.363 -1.151 0.566
H -3.034 -1.542 -1.144
H 2.624 -1.527 1.074
H -3.084 1.120 -0.227

=====

104
Properties=species:S:1:pos:R:3 method="wB97M-V/def2-TZVPD" relative_energy_kcal_mol=10.1 charge=0 largest_force_ev_per_a=1.763 smiles=COC[C@H](C)N.COC[C@H](C)N.COC[C@H](C)N.COC[C@H](C)N.CCO.CCO.CCO.CCO e_tot_ha=-1776.04670 e_homo_ev=-9.15
C -3.635 -0.039 -5.542
C -3.214 0.538 -4.208
O -3.167 -0.504 -3.251
H -3.520 0.689 -6.345
H -4.673 -0.374 -5.475
H -3.035 -0.920 -5.774
H -3.896 1.348 -3.924
H -2.208 0.957 -4.347
H -2.677 -0.140 -2.496
C 4.298 -2.934 0.694
C 5.715 -2.803 0.221
O 6.590 -3.384 1.187
H 4.044 -2.307 1.552
H 4.030 -3.953 0.969
H 3.667 -2.562 -0.120
H 6.000 -1.756 0.057
H 5.867 -3.274 -0.756
H 7.507 -3.220 0.955
C 0.367 -1.052 -0.895
C -0.660 -0.288 -0.088
O -1.646 0.293 -0.954
H 1.135 -0.396 -1.306
H -0.084 -1.611 -1.710
H 0.940 -1.747 -0.282
H -0.183 0.483 0.523
H -1.201 -0.939 0.608
H -2.067 0.972 -0.408
C -3.365 -0.177 5.140
C -2.055 -0.772 4.665
O -2.312 -1.698 3.623
H -3.182 0.640 5.846
H -3.919 -0.916 5.726
H -4.026 0.203 4.365
H -1.494 -1.215 5.498
H -1.417 0.037 4.279
H -1.427 -1.977 3.277
C 3.553 -0.196 -2.766
C 3.042 0.415 -4.059
C 1.532 0.238 -4.235
O 1.217 -1.102 -4.553
C -0.168 -1.285 -4.749
N 3.440 1.820 -4.096
H 3.356 -1.267 -2.752
H 3.205 0.290 -1.851
H 4.632 -0.012 -2.737
H 3.501 -0.055 -4.933
H 1.197 0.872 -5.070
H 0.967 0.531 -3.338
H -0.411 -2.279 -5.116
H -0.624 -0.474 -5.321
H -0.606 -1.278 -3.741
H 3.104 2.343 -4.895
H 3.071 2.279 -3.266
C -0.089 -4.535 3.796
C 0.149 -3.918 2.419
C -0.958 -4.241 1.436
O -0.516 -3.830 0.154
C -1.583 -3.806 -0.766
N 0.271 -2.456 2.582
H -0.917 -4.072 4.337
H 0.768 -4.481 4.471
H -0.316 -5.598 3.675
H 1.080 -4.333 2.019
H -1.879 -3.704 1.697
H -1.201 -5.309 1.472
H -2.059 -4.794 -0.833
H -1.212 -3.643 -1.778
H -2.347 -3.065 -0.515
H 1.055 -2.243 3.196
H 0.594 -2.072 1.694
C -2.273 3.936 -2.037
C -2.322 4.458 -0.616
C -3.390 3.746 0.217
O -3.051 2.390 0.464
C -3.931 1.802 1.391
N -0.973 4.336 -0.024
H -3.188 4.175 -2.588
H -2.160 2.848 -2.069
H -1.459 4.327 -2.647
H -2.670 5.494 -0.624
H -4.371 3.753 -0.275
H -3.515 4.278 1.169
H -3.583 0.800 1.631
H -4.959 1.726 1.015
H -4.023 2.403 2.303
H -0.931 4.836 0.862
H -0.914 3.347 0.228
C 0.290 2.384 2.914
C 1.703 2.949 2.762
C 2.104 2.908 1.270
O 2.289 1.624 0.742
C 3.118 0.759 1.461
N 1.717 4.341 3.197
H -0.161 2.700 3.861
H 0.349 1.295 2.858
H -0.445 2.700 2.171
H 2.383 2.314 3.340
H 3.035 3.494 1.208
H 1.359 3.473 0.714
H 4.139 1.101 1.655
H 3.243 -0.140 0.849
H 2.616 0.395 2.364
H 1.386 4.355 4.156
H 2.647 4.746 3.194

=====

15
Properties=species:S:1:pos:R:3 method="wB97M-V/def2-TZVPD" relative_energy_kcal_mol=20.1 charge=0 largest_force_ev_per_a=0.758 smiles="COC(=O)[C@@H](C)O" e_tot_ha=-382.93275 e_homo_ev=-10.49
C 2.496 -0.094 0.595
O 1.193 0.514 0.513
C 0.281 -0.316 0.009
O 0.564 -1.392 -0.475
C -1.185 0.107 0.138
C -1.690 0.863 -1.112
O -1.927 -1.093 0.301
H 2.423 -0.992 1.220
H 3.153 0.650 1.045
H 2.841 -0.389 -0.400
H -1.293 0.726 1.042
H -1.187 1.831 -1.279
H -2.765 1.035 -0.977
H -1.582 0.219 -1.998
H -1.374 -1.748 -0.130

=====

58
Properties=species:S:1:pos:R:3 method="wB97M-V/def2-TZVPD" charge=+2 largest_force_ev_per_a=1.659 e_tot_ha=-2215.26725 e_homo_ev=-13.81
Rh -0.656 -0.148 0.795
Cl 3.319 -5.943 -0.607
C 2.119 -4.729 -0.389
C 0.767 -5.110 -0.291
C -0.226 -4.178 -0.123
C 0.098 -2.816 -0.041
O -0.873 -1.934 0.083
C 1.464 -2.421 -0.146
C 1.881 -1.070 -0.105
N 1.125 -0.017 0.071
C 1.668 1.313 0.093
C 2.938 1.669 -0.275
C 3.339 3.020 -0.213
C 2.472 4.000 0.177
C 1.145 3.666 0.533
C 0.161 4.618 0.887
C -1.108 4.212 1.194
C -1.404 2.843 1.185
N -0.512 1.927 0.860
C 0.759 2.316 0.510
C 2.468 -3.410 -0.319
H 0.517 -6.161 -0.349
H -1.265 -4.472 -0.057
H 2.942 -0.886 -0.235
H 3.651 0.945 -0.644
H 4.350 3.273 -0.500
H 2.785 5.035 0.205
H 0.422 5.669 0.901
H -1.883 4.921 1.448
H -2.392 2.485 1.448
H 3.506 -3.117 -0.406
C 0.095 -2.522 3.124
P -0.062 -0.763 2.799
C 1.380 0.103 3.368
C 2.597 -0.567 3.514
C 3.723 0.139 3.908
C 3.636 1.504 4.147
C 2.429 2.176 3.990
C 1.300 1.480 3.594
C -1.583 -0.183 3.532
C -2.669 -0.193 2.649
C -3.921 0.229 3.064
C -4.080 0.649 4.381
C -3.009 0.647 5.266
C -1.751 0.234 4.847
H 0.277 -2.631 4.195
H 0.908 -2.988 2.567
H -0.845 -3.006 2.861
H 2.671 -1.634 3.341
H 4.664 -0.377 4.040
H 4.515 2.049 4.464
H 2.370 3.238 4.185
H 0.356 2.002 3.478
H -2.598 -0.604 1.624
H -4.763 0.210 2.387
H -5.055 0.971 4.722
H -3.155 0.967 6.288
H -0.915 0.247 5.535

=====

49
Properties=species:S:1:pos:R:3 method="wB97M-V/def2-TZVPD" relative_energy_kcal_mol=30.9 charge=-1 largest_force_ev_per_a=4.181 e_tot_ha=-1146.83800 e_homo_ev=-4.67
N 0.565 -4.415 3.954
O 1.631 -5.065 4.324
O -0.233 -5.003 3.204
O 0.474 -3.217 4.251
C 1.020 3.493 -4.194
C 0.322 2.077 -4.243
C 1.436 1.069 -3.877
C 1.869 1.123 -2.398
C 0.648 0.867 -1.569
C -0.489 1.756 -1.817
N -0.806 1.846 -3.244
O -2.045 2.337 -3.596
C -1.749 1.035 -1.128
C -0.318 3.205 -1.228
C -0.214 1.697 -5.659
H 0.392 4.362 -4.003
H 1.728 3.553 -3.368
H 1.535 3.806 -5.103
H 1.112 0.060 -4.130
H 2.271 1.235 -4.557
H 2.674 0.496 -2.016
H 2.347 2.068 -2.141
H 1.065 0.942 -0.565
H 0.352 -0.181 -1.541
H -1.419 0.454 -0.267
H -2.102 0.309 -1.861
H -2.547 1.711 -0.819
H 0.629 3.671 -1.501
H -0.214 3.042 -0.156
H -1.067 3.965 -1.449
H -0.814 2.562 -5.942
H 0.583 1.662 -6.402
H -0.599 0.681 -5.750
H -2.003 3.261 -3.341
O -4.036 -6.389 5.504
H -3.473 -6.902 6.083
H -3.449 -6.070 4.819
O -4.426 -4.958 -0.416
H -3.837 -5.401 0.196
H -4.749 -4.198 0.069
O 1.518 -1.965 9.066
H 0.767 -1.636 9.560
H 1.167 -2.158 8.197
O 5.401 -1.426 4.143
H 5.328 -0.671 3.560
H 4.668 -1.991 3.897
O -0.481 1.432 5.928
H 0.369 1.098 6.214
H -0.803 0.774 5.312